Entry 1:
A 12-piece molecular cluster, C72H60N12O24 overall. Source: the OMol25 dataset; level of theory: ωB97M-V/def2-TZVPD.

Summary:
M, g/mol: 1477.33
Orbital gap, eV: 7.67
SMILES: O=[N+]([O-])c1ccccc1.O=[N+]([O-])c1ccccc1.O=[N+]([O-])c1ccccc1.O=[N+]([O-])c1ccccc1.O=[N+]([O-])c1ccccc1.O=[N+]([O-])c1ccccc1.O=[N+]([O-])c1ccccc1.O=[N+]([O-])c1ccccc1.O=[N+]([O-])c1ccccc1.O=[N+]([O-])c1ccccc1.O=[N+]([O-])c1ccccc1.O=[N+]([O-])c1ccccc1
ΔE to the lowest compared entry with this formula, charge and spin, kJ/mol: 424.4
Spin multiplicity: 1

Cartesian coordinates (Å):
C 15.59028 -12.76061 22.62638
C 14.23684 -13.07643 22.77445
C 13.88374 -14.34480 23.23131
C 14.84879 -15.31939 23.36638
C 16.18423 -14.99257 23.25871
C 16.56165 -13.70540 22.91674
N 14.44639 -16.68654 23.70174
O 15.25406 -17.34613 24.32141
O 13.37579 -17.09861 23.33298
H 15.81918 -11.75342 22.30147
H 13.45245 -12.40046 22.46665
H 12.82321 -14.53210 23.34039
H 16.94215 -15.71883 23.51920
H 17.61486 -13.48525 22.81640
C 16.84096 -3.65302 24.71885
C 15.53707 -3.25660 25.01459
C 15.20980 -1.91547 25.06451
C 16.12541 -0.94183 24.72094
C 17.40397 -1.32207 24.34582
C 17.78007 -2.65560 24.43203
N 15.70738 0.44935 24.67787
O 14.77478 0.79583 25.35138
O 16.32069 1.17864 23.92933
H 17.17552 -4.68178 24.69425
H 14.79197 -3.96980 25.33810
H 14.27947 -1.60147 25.52198
H 18.10732 -0.58042 23.99211
H 18.79623 -2.88719 24.14030
C 18.59315 -4.07411 21.57160
C 17.43398 -4.51096 20.92901
C 16.79364 -5.64227 21.41018
C 17.34314 -6.33310 22.46976
C 18.51853 -5.92840 23.07900
C 19.17216 -4.80464 22.58152
N 16.57359 -7.39336 23.14864
O 15.55769 -7.78128 22.58880
O 16.91751 -7.75080 24.24160
H 19.10410 -3.17198 21.25426
H 17.12802 -4.03489 20.00902
H 15.87713 -5.94396 20.92260
H 18.99569 -6.40843 23.92117
H 20.08570 -4.47911 23.05956
C 11.94533 -2.15121 24.76240
C 11.66584 -0.85722 25.23059
C 11.78177 0.28352 24.45671
C 12.03677 0.08857 23.09721
C 12.28601 -1.16687 22.58634
C 12.22362 -2.28689 23.40135
N 12.04432 1.25652 22.23764
O 11.82993 2.34776 22.71128
O 12.26026 1.10022 21.04823
H 11.86496 -2.97863 25.45148
H 11.46058 -0.68685 26.28273
H 11.79844 1.25833 24.91726
H 12.56392 -1.31965 21.55177
H 12.45415 -3.30436 23.11179
C 13.54960 -4.27955 21.26955
C 13.19300 -3.42971 20.22805
C 14.02916 -2.43614 19.76583
C 15.26412 -2.28052 20.39421
C 15.70082 -3.16474 21.37441
C 14.81967 -4.14875 21.81514
N 16.06625 -1.09643 20.08700
O 15.63204 -0.29167 19.29663
O 17.17655 -1.00363 20.59453
H 12.81613 -5.00579 21.58798
H 12.18653 -3.49219 19.83007
H 13.74890 -1.68000 19.04580
H 16.58991 -2.83687 21.89856
H 15.19350 -4.78062 22.60850
C 8.93878 -4.93558 25.90540
C 9.00360 -4.08703 24.82460
C 8.80060 -2.70867 25.02057
C 8.44057 -2.24675 26.26271
C 8.31729 -3.08927 27.37502
C 8.61222 -4.41771 27.17053
N 8.11118 -0.82979 26.45942
O 7.98513 -0.40294 27.58755
O 7.92268 -0.17436 25.44594
H 9.05942 -6.00195 25.77532
H 9.13134 -4.42267 23.80464
H 8.86237 -2.01944 24.19177
H 8.06087 -2.73124 28.35896
H 8.52723 -5.13967 27.97430
C 12.08932 -4.88959 32.02029
C 13.39307 -4.57791 31.69256
C 13.71843 -4.26698 30.38065
C 12.68290 -4.17843 29.46169
C 11.40742 -4.65597 29.74108
C 11.10669 -4.96066 31.05430
N 13.02504 -3.87369 28.05761
O 12.20019 -4.09982 27.19673
O 14.13103 -3.44066 27.83786
H 11.82072 -4.96487 33.06761
H 14.14089 -4.55345 32.47353
H 14.73304 -4.07303 30.06197
H 10.65956 -4.57248 28.96365
H 10.09216 -5.26388 31.27915
C 10.24481 -9.57312 24.56193
C 11.55644 -9.53891 24.12280
C 12.19381 -8.30260 24.02437
C 11.48715 -7.15155 24.34061
C 10.13937 -7.18434 24.60675
C 9.48344 -8.40603 24.65858
N 12.21378 -5.87315 24.23695
O 11.59636 -4.86241 24.48916
O 13.38721 -5.88736 23.91894
H 9.77618 -10.51071 24.83271
H 12.06633 -10.43304 23.79456
H 13.18964 -8.29970 23.59964
H 9.56714 -6.28510 24.78664
H 8.45491 -8.42061 24.98747
C 12.11599 -8.22219 29.11429
C 13.19286 -8.22241 29.97921
C 14.44279 -7.75431 29.56559
C 14.61080 -7.32234 28.27217
C 13.56291 -7.33733 27.36205
C 12.32253 -7.75393 27.81034
N 15.93290 -6.89391 27.79765
O 15.92541 -6.17092 26.82626
O 16.91224 -7.42211 28.28850
H 11.12549 -8.56351 29.37925
H 13.13047 -8.59456 30.99359
H 15.20359 -7.70159 30.33116
H 13.77934 -7.08377 26.33330
H 11.51369 -7.78254 27.09003
C 8.41690 -14.41790 18.78384
C 9.33598 -14.81687 19.71802
C 9.77424 -13.87439 20.65937
C 9.15857 -12.62217 20.73460
C 8.19956 -12.26046 19.78634
C 7.79191 -13.17859 18.83486
N 9.52434 -11.73974 21.85867
O 9.88689 -12.29219 22.87493
O 9.35804 -10.54186 21.69474
H 8.07760 -15.12984 18.03786
H 9.73831 -15.81463 19.80847
H 10.35821 -14.27609 21.47725
H 7.75393 -11.27405 19.74451
H 6.96796 -12.94123 18.17915
C 4.63000 -12.03736 19.66500
C 4.76018 -10.70884 20.05491
C 5.31468 -10.44551 21.29847
C 5.60827 -11.45211 22.19164
C 5.37638 -12.77480 21.80174
C 4.95625 -13.08509 20.52736
N 6.08849 -11.15116 23.51805
O 6.41702 -12.07165 24.23373
O 6.14979 -9.98829 23.86512
H 4.27607 -12.17469 18.64951
H 4.47012 -9.94500 19.34987
H 5.42958 -9.40805 21.57968
H 5.57445 -13.57163 22.50794
H 4.73523 -14.06813 20.13651
C 6.93055 -7.12142 19.47006
C 7.86685 -7.53771 20.41110
C 7.66743 -7.32308 21.77173
C 6.48060 -6.69513 22.15339
C 5.54220 -6.27517 21.23126
C 5.77914 -6.43712 19.87553
N 6.22152 -6.39144 23.56287
O 7.16119 -6.50413 24.31832
O 5.10835 -6.07373 23.90674
H 7.09660 -7.28249 18.41341
H 8.80893 -7.93161 20.05436
H 8.41480 -7.53795 22.52051
H 4.63080 -5.79681 21.56195
H 5.01111 -6.13665 19.17717

Entry 2:
A 2-piece molecular cluster, CH4NS overall. Source: the OMol25 dataset; level of theory: ωB97M-V/def2-TZVPD.

Summary:
M, g/mol: 62.12
Orbital gap, eV: 6.97
Net charge: -1
ΔE to the lowest compared entry with this formula, charge and spin, kJ/mol: 38.6
Spin multiplicity: 1

Cartesian coordinates (Å):
S -1.87036 1.97512 -0.21800
H -0.98920 2.90316 -0.61781
C 0.24512 -0.78060 0.14486
N 0.89732 -1.87491 0.16080
H -0.80626 -0.74621 -0.13261
H 0.62997 0.16553 0.53294
H 1.89342 -1.64208 0.12981

Entry 3:
A 10-piece molecular cluster, C6H34N2O9 overall. Source: the OMol25 dataset; level of theory: ωB97M-V/def2-TZVPD.

Summary:
M, g/mol: 278.34
Orbital gap, eV: 9.61
SMILES: CCNCCN(C)C.O.O.O.O.O.O.O.O.O
ΔE to the lowest compared entry with this formula, charge and spin, kJ/mol: 108.6
Spin multiplicity: 1

Cartesian coordinates (Å):
C -1.28620 0.29955 -1.78085
N -1.38183 1.54701 -1.02460
C -2.76728 1.84285 -0.70334
C -0.60368 1.48287 0.19916
C 0.13085 -0.02193 -2.31115
N 0.74212 -1.20061 -1.66904
C 1.97157 -1.60107 -2.37103
C 3.15090 -0.72331 -1.99122
H -1.91388 0.42619 -2.66396
H -1.71238 -0.55895 -1.24420
H -3.25969 1.10854 -0.04542
H -3.38807 1.88044 -1.60545
H -2.84545 2.81773 -0.21322
H -0.86992 0.61556 0.81415
H -0.70880 2.40611 0.76208
H 0.44919 1.38550 -0.06026
H 0.03278 -0.16806 -3.40456
H 0.76642 0.86175 -2.19359
H 0.06953 -1.95942 -1.57217
H 1.84791 -1.60523 -3.46047
H 2.20259 -2.64512 -2.10673
H 2.98933 0.33814 -2.18593
H 4.04145 -0.99486 -2.56807
H 3.40082 -0.80669 -0.93007
H 2.38937 -1.86022 0.66273
H 1.20623 -1.04472 0.00521
O 1.71253 -1.21978 0.89208
H 2.44210 2.67754 -0.04505
H 1.78779 3.29571 -1.30252
O 2.55573 2.76571 -0.99709
H -2.51545 -3.29354 0.04473
H -1.94696 -4.67870 -0.44480
O -2.02966 -3.74541 -0.68308
H 0.26335 1.40723 4.90649
H -0.62411 0.76181 3.76984
O 0.28740 0.91530 4.07831
H 2.10842 1.30089 2.64212
H 2.48457 0.28809 1.51589
O 2.70145 1.16807 1.90103
H -2.40698 -1.41012 4.03457
H -1.13351 -1.32385 3.15389
O -2.08374 -0.99032 3.22255
H 0.74414 -0.95428 3.69974
H 0.83908 -1.64737 2.33379
O 0.40195 -1.74573 3.22961
H -2.90686 -1.91436 1.97893
H -4.15121 -1.97451 1.06461
O -3.36979 -2.48237 1.30966
H -0.35136 3.16343 -1.73422
H 0.29466 3.89755 -2.93962
O 0.24256 3.91695 -1.96944

Entry 4:
A 2-piece molecular cluster, C23H20N3 overall. Source: the OMol25 dataset; level of theory: ωB97M-V/def2-TZVPD.

Summary:
M, g/mol: 338.43
Orbital gap, eV: 6.21
Net charge: +1
ΔE to the lowest compared entry with this formula, charge and spin, kJ/mol: 168.6
Spin multiplicity: 1

Cartesian coordinates (Å):
C -0.86121 5.24435 3.50846
C -0.82372 3.92062 2.81017
C -0.47699 2.77291 3.52580
C -0.32911 1.55516 2.87216
C -0.50526 1.45979 1.49112
C -0.14988 0.11782 0.82412
C -1.13141 -0.52622 -0.17105
C -1.01572 -1.91461 -0.35198
C -1.51220 -2.52170 -1.48743
C -2.17700 -1.77058 -2.45255
C -2.63864 -2.43693 -3.71563
C -2.43648 -0.42396 -2.18781
C -1.97286 0.18186 -1.01629
C -0.86110 2.59577 0.77497
C -1.11348 3.79611 1.45305
H -1.28236 6.01702 2.85874
H -1.49068 5.17926 4.40446
H 0.14105 5.58110 3.82078
H -0.30395 2.83176 4.60194
H -0.02675 0.67759 3.45003
H -0.01084 -0.60845 1.64021
H -0.41344 -2.50914 0.33867
H -1.36041 -3.59529 -1.64986
H -3.04132 -1.70946 -4.42855
H -1.81371 -2.97801 -4.21015
H -3.43589 -3.16185 -3.48872
H -3.01178 0.14633 -2.91108
H -2.21149 1.22242 -0.83573
H -0.87090 2.58122 -0.30879
H -1.49023 4.65742 0.91076
C 1.10450 0.21945 0.11668
N 2.61162 1.17815 1.67808
N 2.70996 1.74877 2.64181
C 1.83961 -0.92309 -0.37205
C 1.72264 -1.14726 -1.75606
C 2.22736 -2.29851 -2.33311
C 2.85946 -3.25286 -1.52342
C 3.30543 -4.47763 -2.08048
N 3.72392 -5.48473 -2.51650
C 3.10169 -2.99245 -0.16788
C 2.54898 -1.85619 0.42175
H 1.29128 1.18501 -0.34379
H 1.16663 -0.41930 -2.35604
H 2.08507 -2.46806 -3.40525
H 3.67706 -3.71562 0.43274
H 2.65254 -1.67800 1.49366

Entry 5:
A 2-piece molecular cluster, C20H18F2NO7S2 overall. Source: the OMol25 dataset; level of theory: ωB97M-V/def2-TZVPD.

Summary:
M, g/mol: 486.49
Orbital gap, eV: 4.84
Net charge: -1
Spin multiplicity: 1

Cartesian coordinates (Å):
C 4.15194 2.94606 1.49061
C 4.05695 1.51633 1.91118
O 3.03269 0.88191 1.08562
C 2.02696 0.23974 1.72637
C 0.91996 -0.04193 0.73343
O -0.25677 -0.49871 1.14185
C -0.34030 -1.52869 2.17497
S 0.37015 2.54793 0.69965
C -1.39596 2.62666 1.21356
C -2.31027 3.21985 0.35400
C -3.63673 3.37125 0.77294
C -4.02962 2.89647 2.02825
C -3.10096 2.26808 2.86589
C -1.76726 2.14370 2.46120
O 1.06397 2.99945 1.91094
O 0.54739 3.32044 -0.52238
O 1.95427 -0.01246 2.92401
H 5.00145 3.40662 1.99490
H 4.27722 3.01753 0.40664
H 3.23471 3.46864 1.77810
H 4.97590 0.96073 1.71414
H 3.78437 1.41342 2.96303
H -0.29126 -1.03361 3.15190
H -1.32011 -1.98918 1.99933
H 0.47270 -2.26756 2.06372
H -1.97973 3.55218 -0.62774
H -4.35283 3.86009 0.11045
H -5.06817 2.99761 2.34607
H -3.40347 1.87534 3.83746
H -1.02012 1.69020 3.11439
F 3.95616 0.29950 -1.95276
C 2.77618 -0.16019 -2.41020
F 2.81063 -1.45799 -2.74302
S 1.36816 0.10261 -0.85784
N 0.20268 -1.41285 -1.38377
C 0.50785 -2.75380 -1.27602
O 1.40636 -3.25244 -0.61573
C -0.55270 -3.42999 -2.10340
C -1.43419 -2.45670 -2.54280
C -2.52927 -2.75750 -3.34423
C -2.73306 -4.09725 -3.69363
C -1.83729 -5.09407 -3.25201
C -0.73606 -4.76778 -2.44684
C -0.94414 -1.11784 -2.09322
O -1.40862 -0.00825 -2.30373
H 2.36443 0.47928 -3.19845
H -3.18326 -1.94609 -3.66495
H -3.58209 -4.37636 -4.31590
H -2.01561 -6.12660 -3.54792
H -0.03323 -5.51377 -2.07803